1 | {
  "formula": "C2H4N2S",
  "method": "ωB97M-V/def2-TZVPD",
  "charge": 0,
  "smiles": "C1NN2S[C@@H]12",
  "homo_energy_ev": -8.983,
  "lumo_ha": 0.0293,
  "homo_lumo_gap_ev": 9.78,
  "symbols": ["S", "N", "N", "C", "C", "H", "H", "H", "H"],
  "xyz": [[-0.09, -1.52, 1.45], [-1.13, -0.70, 0.40], [-0.26, -0.58, -1.09], [-0.09, 0.17, 0.92], [0.62, 0.38, -0.41], [0.56, 1.41, -0.76], [1.65, 0.03, -0.45], [-0.94, -0.13, -1.70], [-0.32, 0.93, 1.65]],
  "mulliken_charge": [-0.07, -0.27, -0.44, -0.05, -0.24, 0.25, 0.19, 0.27, 0.36]
}

2 | {
  "formula": "C2H4N2S",
  "method": "ωB97M-V/def2-TZVPD",
  "charge": 0,
  "smiles": "C=NNC=S",
  "homo_energy_ev": -8.447,
  "lumo_ha": 0.0140,
  "homo_lumo_gap_ev": 8.83,
  "symbols": ["S", "N", "N", "C", "C", "H", "H", "H", "H"],
  "xyz": [[-2.49, 1.78, -0.19], [-0.21, 0.44, -0.04], [0.33, -0.71, 0.38], [1.49, -0.88, -0.09], [-1.50, 0.49, 0.09], [2.13, -0.15, -0.54], [0.32, 1.30, 0.01], [1.93, -1.87, 0.03], [-2.01, -0.40, 0.34]],
  "mulliken_charge": [-0.33, 0.08, -0.47, -0.27, -0.16, 0.26, 0.30, 0.25, 0.34]
}

Winner for stability: 2